This record from the Open Molecules 2025 dataset describes a structure of composition C43H40N4O5PS2Se2Ta in a non-equilibrium geometry. The level of theory is ωB97M-V/def2-TZVPD.

```
98
Properties=species:S:1:pos:R:3:forces:R:3:mulliken_charge:R:1
Ta -0.26549 -0.99390 -0.26518 -0.7 0.6 -1.1 0.2532
S -0.93136 -2.96669 0.92053 -0.1 -0.4 0.2 -0.4108
C -2.58459 -2.85647 1.47736 0.0 0.0 0.0 0.3293
C -3.05484 -3.66514 2.50976 0.0 0.0 0.0 -0.6090
C -4.37607 -3.55664 2.91057 0.0 0.0 0.0 -0.6573
C -5.22566 -2.64444 2.28857 0.0 0.0 0.0 -0.6913
C -4.75808 -1.83814 1.26396 0.0 0.0 0.0 -0.4025
C -3.42974 -1.94410 0.85512 0.1 -0.1 0.0 0.1447
S -2.77985 -0.98951 -0.44860 -0.2 0.0 0.1 0.0840
H -2.37997 -4.36324 2.99480 -0.1 0.1 0.0 0.5142
H -4.74645 -4.18155 3.71509 0.0 0.0 0.0 0.3735
H -6.25719 -2.55948 2.61291 0.1 0.0 0.0 0.3811
H -5.41059 -1.11643 0.78399 0.0 0.0 0.0 0.4425
Se -0.78303 1.16708 1.18446 -0.1 0.2 0.2 -0.1798
P -2.01244 2.06856 -0.40598 0.0 -0.1 0.0 -0.6105
Se -1.38419 1.11577 -2.25029 -0.1 0.2 0.1 -0.2932
C -3.79453 2.00265 -0.09150 0.0 0.0 0.1 0.9668
C -4.69558 1.94345 -1.14817 0.0 0.1 0.0 -0.3100
C -6.05810 1.93363 -0.89028 0.0 0.0 0.0 -0.6561
C -6.51890 1.97872 0.41936 0.0 0.0 0.0 -0.4770
C -5.61703 2.03255 1.47382 0.0 0.0 0.0 -0.6858
C -4.25288 2.04373 1.22107 0.0 0.0 0.0 -0.3711
C -1.62481 3.84326 -0.45547 0.0 0.0 -0.1 0.8139
C -1.64804 4.52862 -1.66661 0.0 0.0 0.0 -0.2985
C -1.38191 5.88982 -1.69828 0.0 0.0 0.0 -0.6703
C -1.08980 6.57004 -0.52274 0.0 0.0 0.0 -0.4795
C -1.06531 5.88773 0.68609 0.0 0.0 0.0 -0.6995
C -1.33319 4.52637 0.72155 0.0 0.0 0.0 -0.1370
H -4.32740 1.87660 -2.16567 0.0 0.0 0.0 0.4032
H -6.76128 1.88129 -1.71316 0.0 0.0 0.0 0.4072
H -7.58338 1.96059 0.61915 0.0 0.0 0.0 0.3908
H -5.97484 2.05256 2.49649 0.0 0.0 -0.1 0.4188
H -3.55033 2.05532 2.04632 0.0 0.0 0.0 0.3370
H -1.85222 3.99285 -2.58635 0.0 0.0 0.0 0.3658
H -1.39768 6.41874 -2.64452 0.0 0.0 0.1 0.4133
H -0.87894 7.63227 -0.54974 0.0 0.0 0.0 0.3962
H -0.83204 6.41347 1.60463 0.0 0.0 -0.1 0.4191
H -1.29224 3.99603 1.66432 0.0 0.0 0.0 0.3602
O 0.55504 -6.03500 -3.36958 -0.1 -0.2 -0.2 -0.5552
C -0.47601 -5.41638 -3.92755 0.1 0.0 -0.2 0.3845
O -1.13025 -5.92067 -4.80401 -0.1 0.0 0.1 -0.6131
C -0.76253 -4.03568 -3.45839 0.0 0.0 0.1 0.1303
C -1.79849 -3.24568 -3.92005 -0.1 0.0 -0.1 -0.5794
N -1.72432 -2.07943 -3.26712 -0.1 0.1 -0.2 -0.1988
N -0.71106 -2.04628 -2.41174 0.1 -0.3 0.2 0.9473
C -0.12520 -3.23005 -2.50377 0.0 -0.1 0.1 -0.3182
C 0.97817 -3.43414 -1.52280 -0.1 0.2 0.0 1.3513
O 1.64954 -4.44429 -1.47362 0.0 -0.1 -0.1 -0.8474
O 1.13973 -2.38116 -0.78276 0.8 -0.7 0.3 -0.6887
H 0.99618 -5.50461 -2.67027 0.1 0.1 0.2 0.4140
H -2.55751 -3.45272 -4.65965 0.1 0.0 0.1 0.5520
H -2.35632 -1.29252 -3.28050 -0.1 0.1 0.0 -0.0173
C 2.49240 -1.24799 -3.43192 0.1 0.1 0.1 -1.9887
N 2.79315 0.12611 -3.06936 0.0 -0.1 -0.1 0.3903
C 3.92774 0.70984 -3.77271 0.0 0.0 0.0 -0.6895
C 3.75069 2.20392 -3.90155 -0.1 0.0 0.0 -0.7277
C 3.52690 2.76545 -2.51756 0.0 0.0 0.0 -0.5873
N 2.47223 2.04552 -1.80738 0.0 0.1 0.1 0.5125
C 1.86999 2.81280 -0.72592 0.0 -0.1 0.0 -1.0731
C 2.14851 0.75298 -2.05246 0.0 0.0 -0.2 -0.3355
O 1.26558 0.15155 -1.39062 0.1 0.1 0.1 1.4498
H 2.22598 -1.30541 -4.49017 0.0 0.0 0.0 0.4097
H 1.66682 -1.58755 -2.83369 0.0 0.0 0.0 0.7628
H 3.35537 -1.89451 -3.25025 0.0 0.0 0.0 0.3694
H 3.97903 0.23775 -4.75296 0.0 0.0 0.0 0.3710
H 4.86082 0.46967 -3.25021 0.0 0.0 0.0 0.2928
H 2.88568 2.41729 -4.53269 0.0 0.0 0.0 0.3016
H 4.62644 2.66142 -4.36022 0.0 0.0 0.0 0.3911
H 3.21717 3.80789 -2.57429 0.0 0.1 0.0 0.3433
H 4.45235 2.73835 -1.93145 0.0 0.0 0.0 0.2849
H 1.56723 3.79002 -1.10698 0.0 0.0 0.0 0.4429
H 2.57844 2.96227 0.09492 0.0 0.0 0.0 0.3642
H 0.99595 2.30421 -0.34521 0.0 -0.1 0.0 0.0123
C 5.71812 0.57372 3.76832 0.0 0.0 0.0 -0.4794
C 5.72437 0.74832 2.39135 0.0 0.0 0.0 -0.7422
C 4.55626 0.56019 1.66775 0.0 0.0 0.0 -0.2271
C 3.36470 0.17093 2.28954 0.1 0.0 0.0 0.0413
C 3.37133 0.01476 3.67745 0.0 0.0 0.0 -0.0923
C 4.53603 0.21694 4.40439 0.0 0.0 0.0 -0.7658
C 2.18751 -0.00299 1.41218 -0.1 -0.1 -0.1 1.1767
C 1.15195 -0.85659 1.48381 0.5 0.1 0.3 -1.4468
C 1.12033 -1.78347 2.64460 -0.1 0.0 0.0 -0.0848
C 1.98755 -2.87168 2.69510 0.0 0.0 0.0 -0.0398
C 1.95856 -3.74428 3.77460 0.0 0.0 0.0 -0.9916
C 1.06448 -3.54173 4.81647 0.0 0.0 0.0 -0.6321
C 0.19268 -2.46020 4.77014 0.0 0.0 0.0 -0.8073
C 0.21771 -1.59050 3.69051 0.1 -0.1 0.0 0.1522
H 6.62542 0.72039 4.34326 -0.1 0.0 0.0 0.3815
H 6.63772 1.03470 1.88148 0.0 0.0 0.0 0.4068
H 4.56239 0.70278 0.58942 0.0 0.0 0.1 0.3044
H 2.46302 -0.25896 4.19758 0.0 0.0 0.0 0.3944
H 4.51754 0.09245 5.48145 0.0 0.0 -0.1 0.4118
H 2.24937 0.64176 0.55210 0.0 0.1 -0.1 0.2487
H 2.67801 -3.03667 1.87517 0.0 0.0 0.0 0.4745
H 2.63643 -4.58950 3.79781 0.0 0.0 0.0 0.3957
H 1.04310 -4.22355 5.65819 0.0 0.0 0.0 0.3910
H -0.51337 -2.29582 5.57742 0.0 0.0 0.0 0.4183
H -0.47664 -0.75997 3.64704 0.0 0.0 0.0 0.2779
```
Forces are in eV/Å.

Output
* energy relative to the best compared isomer or geometry (same formula, charge and spin): 0.6573 eV
* spin multiplicity: 1
* net charge: 0
* E: -8255.6493 Eh